Record 1
Below is a structure of composition C44H119BMnN8O15 in a non-equilibrium geometry, with properties calculated with wB97M-V/def2-TZVPD.

Structure (XYZ):
```
188
Properties=species:S:1:pos:R:3
H -3.30262 3.57987 6.73510
O 1.40626 0.44262 -0.52246
H -1.18994 0.56943 3.75049
C 1.31352 3.38650 4.58937
H 3.43062 -3.25455 -1.78294
Mn 3.11562 0.92001 -1.79360
C 2.08166 -5.16602 0.81147
H 5.74139 2.58295 -3.05844
C 0.20449 -3.10919 2.65572
H -0.82573 -0.66210 -1.58806
H -5.25369 -2.14986 2.03864
H 6.63665 1.43283 -2.21515
H -1.98014 -5.82207 -0.24705
C -4.69375 -0.44058 -0.91507
H -4.34586 -2.82910 0.70690
C 0.23730 0.00280 0.08999
H 4.14358 -5.39532 2.63759
O -3.65779 0.34118 -0.36297
H 0.46563 -0.42746 1.08850
C 8.41236 -0.05305 -5.54074
H 2.22355 -2.06790 -2.26857
H -0.75771 -7.80737 2.30512
H -0.90169 3.95604 -0.54976
H 1.47905 0.08194 3.72618
H 6.88045 0.78461 1.51071
N 4.96506 0.61108 -3.18591
H 0.95343 -3.13039 3.45085
O 1.40567 -5.75904 -0.28958
H -0.40080 5.09459 2.02836
H 8.86732 -1.02885 -5.40612
H -3.84443 5.23330 -5.08672
H -3.99462 3.01983 4.48010
H 3.93121 -4.77354 -0.15298
C -2.82067 -2.44379 4.65159
C -6.20199 3.68134 -4.58321
O 3.72892 -2.39423 3.16000
H 5.06542 -6.77967 0.08877
C 5.40223 -0.06305 0.09734
H 0.49721 2.52154 2.24736
H -1.71526 0.25830 2.06167
H 2.13950 2.78400 -1.71600
H 1.84222 -4.09701 0.79949
C -0.63311 -1.05632 -0.58117
H 6.66977 -0.92152 1.58669
H -2.29075 3.34029 3.90775
H -0.93402 -3.85796 0.28854
C -7.28318 1.89796 -1.52096
H -1.71850 4.39341 -4.46663
H 0.29090 0.34926 -2.98844
H 1.87967 -2.10223 2.22497
C 4.62704 -1.40492 -0.06294
H 0.15841 -5.17955 2.72817
H 6.56596 1.69759 -5.24398
C -1.04663 -2.36672 3.15775
H -0.52077 -5.47073 0.51886
H -4.83769 5.10003 2.77044
C -1.15812 -4.46960 1.16474
C -2.32288 3.13883 6.52572
N -6.62950 -1.81490 -0.38317
H -3.21888 -2.94665 5.53385
C -2.83648 0.88533 -1.37106
H 2.30683 -2.47669 -0.59913
H 5.30239 -2.25901 0.03048
C 0.06623 -5.37263 -0.40296
H 7.79778 2.26854 -4.24354
C -3.85380 4.24219 -4.63254
H -0.62397 -1.57320 3.78075
H -2.52526 -1.41997 4.88871
H 3.84916 -7.53979 1.07685
C -5.55043 -1.03442 0.23332
H -0.94569 1.67087 -5.47296
C 1.09499 4.32542 1.03758
H -0.56262 -6.44985 0.40836
H -5.58291 3.76654 -2.52233
O 2.23876 0.10607 -3.52398
C -1.46214 -5.90214 0.71472
H 2.36166 3.09645 4.71589
H 3.92367 -1.41360 0.77802
H -1.85658 2.72523 7.41520
H -1.68226 -2.02018 2.34018
C -1.64815 -7.25596 2.62931
H -2.50952 5.74956 -0.04136
H 4.02966 1.51425 -4.81329
H 9.15876 0.74535 -5.57679
H 5.01734 1.92836 -0.05595
H -0.16143 -2.03287 -0.68506
H 4.08129 -3.92848 1.91669
C -4.44534 5.29729 1.77033
C 2.38682 -1.83731 3.14985
O -3.22203 4.60323 1.69446
H -1.67243 3.90737 6.09992
H -3.42072 1.37651 -2.15560
H 3.06555 4.24303 -2.46016
H -6.45542 4.73230 -4.72518
C -2.99199 2.60401 4.32309
H -7.27025 0.84814 -1.23431
H -4.67005 2.36352 -4.76287
H -0.98279 0.93225 -3.82299
O 2.74436 0.44269 2.17605
H -0.08849 -4.36771 -0.81113
C -6.45910 3.43106 -3.08214
H -0.26078 2.55196 -4.13684
H -6.62501 2.44279 -0.83430
N 4.49773 1.05373 -0.10439
H 3.88784 1.18551 0.70712
H 4.99813 0.12610 -5.30592
H 4.03173 -2.30828 4.06860
H 3.39176 -7.16028 -0.56750
H 7.75236 0.05191 -6.40444
H -1.40126 -6.55502 3.43173
H -6.98098 3.09747 -5.07963
H -6.77660 -1.39703 -1.30546
H 0.73678 -2.51299 1.90378
C 1.17385 3.38384 2.22987
N 4.40219 -4.89068 1.79229
O 1.14287 4.16331 3.42057
O -2.31405 2.45528 -4.12769
H -0.38454 0.88563 0.30022
H -8.27978 2.30613 -1.30980
H 0.55447 -1.19857 -3.83200
H -1.64612 -1.10510 -0.17622
B 3.03959 3.10267 -2.31508
H 1.25397 3.81528 0.08656
C 3.59305 -5.38994 0.69055
H 1.97454 -2.27940 4.05913
C 2.92901 -2.33209 -1.48395
H -2.28843 -8.02528 3.06529
H 5.39173 0.16164 2.25636
H -4.29779 6.38241 1.78738
H 1.93148 0.40485 1.64065
H 0.61309 0.30570 -4.71422
H 0.62123 2.54401 4.65858
C -3.10989 1.47427 3.32312
C -1.05991 1.85012 -4.39928
H -3.52987 2.76103 1.77381
H -6.28124 -2.71082 -0.72471
H -3.90742 1.17315 1.44541
H 2.71484 -0.46429 -5.50171
H 1.10040 4.10743 5.37887
N -0.19514 5.03329 1.03005
O -2.49721 2.13312 5.54971
C 6.11276 0.01089 1.45454
H 2.17465 2.93289 2.31666
H 3.43808 -1.41645 -4.23300
H -4.27242 -1.23332 -1.54645
H -0.39280 -6.08681 -1.09102
H -2.32101 3.50591 -5.91311
C 0.87544 -0.15530 -3.75302
H 6.15027 0.06915 -0.68938
N -3.90664 1.89058 2.15965
H -7.30166 4.08428 -2.82336
N -0.02126 -4.43913 2.07577
H 4.01844 2.76603 -1.87160
C -4.69301 -1.88789 1.13893
H -5.37201 0.16411 -1.52917
H -5.20659 5.02333 1.03658
H 2.95606 2.55195 -3.33014
O -1.82598 -3.19769 3.99626
C 6.09970 1.55502 -3.15991
O -6.94032 2.11013 -2.87000
O 7.64750 0.15191 -4.34279
H -5.95149 -0.19733 0.80826
O -2.31290 -6.64716 1.55238
N -4.88040 3.30593 -5.06314
H 1.68658 -5.63344 1.72293
H -2.07293 -4.12340 1.65566
H -3.74635 -2.34587 4.06766
H -3.14401 4.11966 -0.25623
C 2.42436 -0.30606 3.32971
C -1.20469 4.12345 0.48666
O 3.88801 -1.31223 -1.25527
C -2.59440 4.77353 0.44263
H -3.82509 -1.29615 1.43494
H 3.16957 -0.15916 4.11693
H -2.33590 0.02863 -1.84389
C -1.73624 0.96574 2.89308
C -2.45074 3.66991 -4.83783
H -2.05898 1.59675 -1.09248
H -3.64110 0.65967 3.82782
C 7.08669 1.43469 -4.31292
H -3.97721 4.38051 -3.54995
C 4.35240 0.51678 -4.51186
H 1.93929 5.01596 1.09736
H -1.19009 1.80550 2.44975
C 3.14223 -0.39361 -4.49824
C 3.99217 -6.81369 0.26985
H -1.40642 3.16799 0.98512
H 5.50499 -0.23776 -3.01161
```

Computed properties:
E ... -122166.4470 eV
Net charge ... 0
M ... 1066.23 g mol⁻¹
Energy relative to the best compared isomer or geometry (same formula, charge and spin) ... 216.6 kcal per mole
Lowest unoccupied orbital energy (spin up / spin down) ... 0.2950 / 0.2943 eV
Kohn-Sham gap (spin up / spin down) ... 7.78 / 7.78 eV
Multiplicity ... 6

Here are the Mulliken charges for atoms 1 to 6, given in e: 0.32 -0.06 0.72 -0.59 0.53 1.62



Record 2
Below is a cluster of 14 separate species, C44H122N6O14 in total in a non-equilibrium geometry, with properties calculated with wB97M-V/def2-TZVPD.

Structure (XYZ):
```
186
Properties=species:S:1:pos:R:3
H -6.83605 0.61413 -2.34121
C -4.46963 0.37135 1.65432
H 1.71711 -1.04490 -5.15248
C -0.06644 4.32473 -1.66886
H -1.02137 0.13206 4.78460
H -0.93728 -3.66506 2.19319
H 0.01422 0.22944 1.97354
H -4.17541 -1.44860 -4.16455
H 1.34678 4.79832 2.83100
H -1.24104 -1.49046 5.47782
H 3.58224 -1.96159 4.70205
H -1.19214 -5.95305 -4.23479
C 0.24778 -4.99959 3.43164
C -1.08116 -0.74466 -1.65406
O -1.14843 -5.62463 1.66998
C 0.21554 -0.25074 -2.31868
C 0.90107 4.14558 3.58976
H -4.54909 2.57091 3.68337
C 4.58772 -3.03331 0.60235
H -5.38857 5.09368 1.74082
C -0.80361 -3.94707 -6.18055
H -3.72898 5.98609 -3.04200
H 5.25733 -2.70392 -2.25272
C 1.35375 3.88263 -2.03017
C 1.73926 2.48650 2.06430
C 3.43904 -3.00831 4.46509
H 2.67335 -3.12540 3.70319
C -0.31019 4.47488 -0.17241
H 4.28166 0.03898 6.87810
H 2.43939 -0.55400 -0.10067
H -2.24450 5.58092 3.65211
O -4.93017 -0.94425 -1.47070
H 2.73849 2.57667 5.19606
H -0.43973 5.41481 -3.27547
H 0.08660 -4.58156 -6.25658
H -1.26002 0.58718 -0.03156
H 0.15872 -2.59697 -4.14691
H 5.16040 -3.87121 6.31723
C -6.27053 0.13750 -3.14074
H -7.02172 -0.10758 -3.88582
O 0.41963 -0.54093 6.14282
H 4.31259 -3.48342 4.02815
H -5.38475 4.45769 -2.45908
H -0.44005 -5.37589 4.18162
H 5.36055 -3.00671 1.37122
C 3.04341 -3.62791 5.81313
C -4.39392 4.28765 -2.02041
H 1.67700 2.96612 -1.52978
O 3.06019 0.51813 -4.87974
H -4.63033 2.25113 -1.50260
H -0.65053 0.26099 -5.61044
H 2.86201 -0.93840 7.25289
C -5.71946 -1.17055 -2.61958
H 2.21030 3.30528 1.51138
C 3.97599 -1.62589 0.64551
H -3.41117 3.55612 2.66655
C 2.37281 0.85150 6.12543
C 0.25612 -2.58541 -7.77291
H -3.01201 2.81879 -1.47920
H 0.36426 1.53941 5.86548
H 1.45358 -5.18809 0.97829
H 3.60353 -1.14901 -2.00659
H -1.62353 -5.34551 0.88646
H 1.49143 -3.58816 1.64305
H 2.08327 4.65365 -1.81275
H -1.25115 -1.79467 -1.84096
H -3.16424 1.82052 1.01313
H 0.47806 -1.53858 -7.96416
H 4.13299 -3.67443 7.82518
H -6.19226 6.25161 0.59990
C 0.12196 -0.82092 1.69778
H 1.46122 3.68299 -3.09614
C 3.22514 0.08313 7.12708
H -2.15346 -3.22286 -4.62953
H -1.48731 -4.34114 -6.93669
O -2.32844 1.03555 2.68906
H 6.18012 -1.45162 -4.33028
O -2.45850 1.06496 -5.09638
H 0.46376 -3.88875 0.18800
H -4.67588 -2.92089 -3.16655
H -2.83773 1.94479 -4.98716
N 2.74723 2.20835 6.14172
H 4.43513 -2.37985 6.71978
H -3.81026 2.58619 -3.10126
H -1.94582 1.66789 3.32021
O -0.43483 -2.60641 -6.53065
N -2.25825 -0.04911 -2.10450
H 2.32787 1.56619 2.03636
H 1.22368 -3.07475 -7.69057
H 3.59638 -1.35684 1.63510
H 1.28335 4.38668 4.58590
H -0.15214 3.43503 0.14059
H -7.11841 4.85829 1.26955
H 5.92247 -0.66506 0.84106
N 2.89889 -1.43205 -0.35754
C -4.97402 -2.03023 -3.69418
C -0.63260 4.09130 3.46099
H -1.33224 4.65587 0.14830
C -6.15436 5.23461 0.98231
H -2.63104 -5.50099 -4.88732
O 4.42341 0.65623 0.33205
H 6.14330 1.72546 0.21109
H 4.15661 -4.53785 -3.41742
C 0.84389 -4.30297 1.13543
H -5.19159 0.85441 0.98069
H 1.07738 -0.81414 -1.98647
H 0.96479 -5.80376 3.20553
C -0.34761 -4.57537 2.11587
C 0.85701 0.76933 6.46125
C -1.32272 -3.92839 -4.71259
H 0.23494 -0.12359 -3.39951
H 4.80006 -2.19325 -5.19842
H 0.45536 4.95221 0.43865
H -2.52422 5.11434 -2.33006
H 1.71800 0.28905 -6.34473
H 2.20429 -2.15874 -0.12440
H -0.48500 1.73033 -4.74012
H 3.69929 2.21420 6.48975
C -1.17092 5.44337 3.65635
H 2.45093 0.40076 5.13360
C -0.93889 -0.47549 5.68443
N -1.24196 3.09485 4.33054
O 0.06359 -0.93027 0.30447
C 5.18112 1.60638 -0.29344
H -3.75691 4.44063 0.10240
H 6.04715 -3.25650 -4.54604
H -1.52155 -0.03200 6.48020
H -0.50394 2.48413 4.66901
C -1.10621 1.24671 -5.49998
C 2.33999 -0.38022 -5.75790
O -5.80725 4.41823 -0.11697
H 0.82799 2.24597 1.51129
H 3.01986 -3.69581 -2.35897
C 5.51419 -2.31789 -4.36045
H -1.50656 3.53519 5.22039
H 0.84570 -4.16511 3.78017
H 3.01729 -0.93884 -6.39787
C 4.66106 -2.44963 -3.12232
H -0.78736 5.83971 4.58975
O 3.99845 -1.23676 -2.92252
H -4.97518 -0.02054 2.54379
C -4.54481 4.79528 -0.58019
H 5.41436 1.28290 -1.30503
C -3.92981 2.86790 -2.05626
H -4.42877 5.88951 -0.60633
H 3.84356 -3.78608 0.85067
H 3.48353 -0.10823 -4.26186
N -3.41843 5.03764 -2.81061
H 1.11754 -1.21298 1.96176
H -2.35368 -0.19089 -3.11043
H -2.11282 0.95999 -1.99509
C -1.11407 -0.48468 -0.22517
H -5.49501 0.77092 -3.58033
C 4.25634 -3.45958 6.76370
H 2.98815 -3.32497 -4.12838
H 3.31686 -5.39443 5.25559
C -3.48608 1.49904 2.00369
H 5.25736 -0.87296 -0.79350
H -0.73990 6.09510 2.89545
H -6.52965 -1.82145 -2.30211
O 2.54684 -4.91618 5.58141
O 1.46594 2.85852 3.40422
H -1.98130 -1.01402 0.18474
C 5.03112 -0.58650 0.23546
H 0.60752 -4.26064 -3.77894
H -5.65006 -2.35136 -4.49741
H 4.58117 2.51083 -0.22412
H -0.74887 3.52531 -1.99781
H 0.76855 1.03893 7.51576
H 3.09322 0.57975 8.09269
C 3.60683 -3.61697 -3.28202
H -0.87491 3.67404 2.49940
C -4.16097 2.75628 2.67796
C -0.22848 -3.53966 -3.75031
H -1.08408 1.83938 -6.41406
H 2.13600 -3.16887 6.21630
N -1.87237 -5.19005 -4.26983
O -0.44097 5.48841 -2.31549
H -0.57068 -3.49976 -2.73594
H -4.95857 3.00098 1.98238
H 5.05017 -3.10281 -0.37401
H 0.28610 0.79432 -2.00035
H -4.00627 -0.42880 1.07426
H -0.66441 -1.40365 2.19205
H -0.37959 -3.09585 -8.49578
H -4.04509 -0.61298 -1.75928
```

Computed properties:
E ... -85207.5395 eV
Net charge ... 0
M ... 959.49 g mol⁻¹
Energy relative to the best compared isomer or geometry (same formula, charge and spin) ... 7.7 kcal per mole
Lowest unoccupied orbital energy ... 0.5491 eV
Kohn-Sham gap ... 9.76 eV
Multiplicity ... 1

Here are the Mulliken charges for atoms 1 to 6, given in e: 0.28 -1.58 -0.22 1.16 0.01 -0.11